Record 1
ORCA calculation (wB97M-V/def2-TZVPD) on a cluster of 2 separate species, CH3IO2 in total.

```
7
Properties=species:S:1:pos:R:3:mulliken_charge:R:1
C -0.8470 0.5812 -1.1243 -0.06
O -0.4346 0.8869 -0.0697 -0.35
O 0.5847 -2.0415 0.8272 -0.63
I 1.6255 -0.8083 1.7813 0.50
H -0.5051 0.9026 -2.1543 0.20
H -1.4972 -0.2711 -1.2957 0.21
H 1.0737 0.7502 2.0354 0.14
```

Output
Kohn-Sham gap (eV): 8.6
LUMO energy (eV): -0.4133
HOMO (eV): -9.011


Record 2
ORCA calculation (wB97M-V/def2-TZVPD) on a structure of composition CH3IO2.

```
7
Properties=species:S:1:pos:R:3:mulliken_charge:R:1
C 0.6743 -0.9001 0.2176 -0.01
O -0.0384 -1.2072 -0.5974 -0.41
O -0.5585 1.2701 -0.5992 -0.71
I 2.4598 0.0832 -0.0449 0.06
H 0.6054 -1.5616 1.1445 0.37
H -1.1042 0.1862 -0.9876 0.40
H -0.4185 2.0666 -1.1815 0.30
```

Output
Kohn-Sham gap (eV): 10.0
LUMO energy (eV): 0.1487
HOMO (eV): -9.828


Record 3
ORCA calculation (wB97M-V/def2-TZVPD) on a cluster of 2 separate species, CH3IO3P in total.

```
9
Properties=species:S:1:pos:R:3:mulliken_charge:R:1
C 0.4174 1.1879 0.2020 -0.63
O 0.8711 -2.6971 0.0503 -0.56
O -0.1999 -1.1866 -1.8058 -0.52
O 0.8262 -0.2091 0.3068 -0.25
P 0.2333 -1.4936 -0.4458 0.93
I -3.1789 -0.0789 0.9936 -0.84
H -0.1560 1.4146 -0.6674 0.32
H 1.3145 1.6225 0.2383 0.30
H -0.1277 1.4404 1.1280 0.26
```

Output
Kohn-Sham gap (eV): 6.7
LUMO energy (eV): 2.6997
HOMO (eV): -4.041
Charge: -1


Record 4
ORCA calculation (wB97M-V/def2-TZVPD) on an isolated molecule of CH3IO3S.

```
9
Properties=species:S:1:pos:R:3:mulliken_charge:R:1
C -0.0031 0.3575 0.3420 -0.55
O 2.1346 1.5350 -0.8963 -0.46
O 1.1091 0.4452 1.1937 -0.26
O 3.0640 -0.5244 0.3230 -0.41
S 2.4179 0.9835 0.3919 0.64
I 4.9040 -0.3204 -0.2425 0.29
H -0.8083 -0.1708 0.9968 0.21
H 0.3911 -0.2118 -0.5307 0.30
H -0.2249 1.4903 0.0352 0.24
```

Output
Kohn-Sham gap (eV): 9.1
LUMO energy (eV): -0.8499
HOMO (eV): -9.935


Record 5
ORCA calculation (wB97M-V/def2-TZVPD) on an isolated molecule of CH3IO3S.

```
9
Properties=species:S:1:pos:R:3:mulliken_charge:R:1
C 0.5165 -0.5324 0.8054 -0.86
O 1.4205 -0.9525 -1.6286 -0.51
O 0.0399 1.0884 -1.1712 -0.47
O -2.2899 0.7757 0.6317 -0.65
S 0.1524 -0.6175 -1.0213 0.65
I -1.7069 1.7771 -0.8131 0.86
H -0.1074 0.0911 1.3833 0.36
H 0.5167 -1.5381 1.1877 0.31
H 1.4583 -0.0918 0.6262 0.33
```

Output
Kohn-Sham gap (eV): 8.4
LUMO energy (eV): -0.9447
HOMO (eV): -9.359


Record 6
ORCA calculation (wB97M-V/def2-TZVPD) on a structure of composition CH3IO3S.

```
9
Properties=species:S:1:pos:R:3:lowdin_spin:R:1
C -1.0401 -0.1258 -0.5373 0.00
O 1.6045 0.7255 -0.1619 0.36
O -0.7889 1.2981 -0.5986 0.16
O 0.9899 -2.0099 1.4745 0.52
S 0.7024 1.8501 -0.5741 0.52
I 1.6439 -0.4342 2.2026 0.42
H -0.0930 -0.6784 -0.4952 0.00
H -1.3990 -0.3592 -1.5413 0.00
H -1.6198 -0.2663 0.2313 0.00
```

Output
Kohn-Sham gap (alpha / beta) (eV): 8.5 / 6.9
LUMO energy (alpha / beta) (eV): -0.0013 / -2.0278
<S²>: 2.01
2S+1: 3
HOMO (alpha / beta) (eV): -8.489 / -8.916


Record 7
ORCA calculation (wB97M-V/def2-TZVPD) on a cluster of 2 separate species, CH3IOS in total.

```
7
Properties=species:S:1:pos:R:3:mulliken_charge:R:1
C -0.9867 -0.1638 -0.3514 -0.16
O -0.1379 -0.9622 -0.8996 -0.39
S 2.9980 -0.1766 -0.0193 -0.25
I 1.6610 1.1005 1.2658 0.38
H -1.3509 0.6851 -0.9434 0.31
H -0.4854 0.2558 0.6800 -0.15
H -1.6982 -0.7389 0.2680 0.26
```

Output
Kohn-Sham gap (alpha / beta) (eV): 5.7 / 5.7
LUMO energy (alpha / beta) (eV): -3.2257 / -3.2222
HOMO (alpha / beta) (eV): -8.925 / -8.906


Record 8
ORCA calculation (wB97M-V/def2-TZVPD) on a structure of composition CH3IOS2.

```
8
Properties=species:S:1:pos:R:3:mulliken_charge:R:1
C 0.8996 0.7377 -0.8687 -0.82
O -1.3678 1.8657 1.3832 -0.39
S -0.6217 1.4087 -1.4911 -0.12
S -0.9129 2.8564 0.2801 0.12
I -3.3082 1.7164 2.0143 0.26
H 1.0924 0.7418 0.1641 0.34
H 1.7585 1.2057 -1.3797 0.29
H 0.9194 -0.3545 -0.9564 0.31
```

Output
Kohn-Sham gap (eV): 7.4
LUMO energy (eV): -1.5420
HOMO (eV): -8.972


Record 9
ORCA calculation (wB97M-V/def2-TZVPD) on a structure of composition CH3IOS2.

```
8
Properties=species:S:1:pos:R:3:mulliken_charge:R:1
C -0.2679 -0.5232 0.2265 -0.66
O 1.7808 -1.6628 -1.4749 -0.44
S 1.0040 -1.2248 1.2852 -0.05
S 2.4835 -1.7332 -0.1733 0.35
I 4.6992 0.5461 0.0333 -0.08
H -1.2287 -0.8669 0.6300 0.29
H 0.0309 -0.9784 -0.6724 0.27
H -0.2439 0.5278 0.0422 0.31
```

Output
Kohn-Sham gap (alpha / beta) (eV): 7.7 / 6.3
LUMO energy (alpha / beta) (eV): -1.9518 / -2.7334
HOMO (alpha / beta) (eV): -9.657 / -9.010


Record 10
ORCA calculation (wB97M-V/def2-TZVPD) on a structure of composition CH3IOS2.

```
8
Properties=species:S:1:pos:R:3:mulliken_charge:R:1
C 0.6339 1.4435 0.0424 -0.73
O -0.7135 -1.0046 1.3500 -0.43
S 1.1017 -0.7414 -0.7888 -0.14
S -0.2950 -1.8908 0.3007 0.40
I -2.4133 -2.4579 -0.9355 -0.06
H 0.2053 1.4037 1.0157 0.31
H -0.1494 1.5523 -0.7311 0.32
H 1.6303 1.6953 -0.2535 0.34
```

Output
Kohn-Sham gap (eV): 8.0
LUMO energy (eV): -1.1099
HOMO (eV): -9.075


Record 11
ORCA calculation (wB97M-V/def2-TZVPD) on a cluster of 2 separate species, CH3IS in total.

```
6
Properties=species:S:1:pos:R:3:mulliken_charge:R:1
C -0.9745 -0.4508 0.1497 -0.85
S 1.9569 1.2031 -0.1325 -0.17
I -3.0401 -0.2543 -0.1941 0.06
H -0.5904 0.1689 0.9578 0.38
H -0.5005 -1.1852 -0.3703 0.41
H 3.1486 0.5183 -0.4107 0.16
```

Output
Kohn-Sham gap (alpha / beta) (eV): 9.4 / 5.9
LUMO energy (alpha / beta) (eV): -0.4540 / -2.5541
HOMO (alpha / beta) (eV): -9.836 / -8.451


Record 12
ORCA calculation (wB97M-V/def2-TZVPD) on a cluster of 2 separate species, CH3IS2 in total.

```
7
Properties=species:S:1:pos:R:3:mulliken_charge:R:1
C -1.4549 0.8074 -0.3109 -0.51
S 0.3904 3.1801 -0.3479 -0.28
S -1.2742 2.4192 0.2287 0.14
I -3.1910 -0.2586 0.0702 0.19
H -0.7168 0.3923 -1.0518 0.45
H -0.6111 -1.3713 -0.0697 -0.21
H -0.7900 -2.0962 -0.2510 0.22
```

Output
Kohn-Sham gap (alpha / beta) (eV): 7.2 / 7.0
LUMO energy (alpha / beta) (eV): -1.3934 / -1.4883
HOMO (alpha / beta) (eV): -8.579 / -8.532


Record 13
ORCA calculation (wB97M-V/def2-TZVPD) on a structure of composition CH3IS2.

```
7
Properties=species:S:1:pos:R:3:lowdin_spin:R:1
C 0.5583 -0.0602 1.2621 0.08
S 1.4561 0.6283 -0.1802 0.80
S -2.7485 -0.2190 -3.1295 0.81
I -0.5131 0.2182 -2.7744 0.29
H 0.5026 -1.2367 1.3354 0.00
H -0.3459 0.3403 1.4431 0.01
H 1.0905 0.3290 2.0436 0.02
```

Output
Kohn-Sham gap (alpha / beta) (eV): 8.5 / 6.3
LUMO energy (alpha / beta) (eV): -0.4090 / -2.5962
<S²>: 2.01
2S+1: 3
HOMO (alpha / beta) (eV): -8.866 / -8.884


Record 14
ORCA calculation (wB97M-V/def2-TZVPD) on a cluster of 2 separate species, CH3IS2 in total.

```
7
Properties=species:S:1:pos:R:3:lowdin_spin:R:1
C -0.4176 -0.7187 -0.8403 0.02
S 1.1923 0.2222 -0.7732 0.38
S 1.7665 0.2316 1.0798 0.61
I -0.4063 2.8365 2.9497 0.97
H -0.7983 -0.3989 0.1412 0.00
H -0.2881 -1.7545 -0.8327 0.01
H -1.0485 -0.4181 -1.7245 0.00
```

Output
Kohn-Sham gap (alpha / beta) (eV): 9.3 / 6.0
LUMO energy (alpha / beta) (eV): 0.6570 / -3.2516
<S²>: 2.01
2S+1: 3
HOMO (alpha / beta) (eV): -8.682 / -9.236


Record 15
ORCA calculation (wB97M-V/def2-TZVPD) on a structure of composition CH3InNO2.

```
8
Properties=species:S:1:pos:R:3:mulliken_charge:R:1
In -3.4369 2.6161 0.2493 1.61
C 0.9146 -0.7575 0.3994 -0.38
N 0.0309 0.0298 -0.4875 0.76
O -1.1248 0.4953 -0.2657 -0.10
O 0.3142 0.3898 -1.5842 0.04
H 0.8726 -1.7828 -0.0242 0.37
H 0.5042 -0.6758 1.4263 0.34
H 1.9252 -0.3148 0.2867 0.36
```

Output
Kohn-Sham gap (eV): 3.9
LUMO energy (eV): -22.1768
HOMO (eV): -26.089
Charge: +3


Record 16
ORCA calculation (wB97M-V/def2-TZVPD) on a cluster of 2 separate species, CH3N in total.

```
5
Properties=species:S:1:pos:R:3:mulliken_charge:R:1
C -0.0033 0.0744 0.1337 -0.23
N 0.5146 -1.0020 0.0220 -0.32
H -1.2202 0.2103 -1.4054 0.06
H 0.1461 0.9330 0.7758 0.24
H 1.1980 -1.2065 0.6404 0.24
```

Output
Kohn-Sham gap (alpha / beta) (eV): 9.2 / 9.2
LUMO energy (alpha / beta) (eV): 0.2646 / 0.2647
HOMO (alpha / beta) (eV): -8.940 / -8.941


Record 17
ORCA calculation (wB97M-V/def2-TZVPD) on an isolated molecule of CH3N.

```
5
Properties=species:S:1:pos:R:3:mulliken_charge:R:1
C 0.0990 0.2224 -0.2822 -0.29
N -0.0632 0.4393 1.1754 -0.43
H 0.4389 1.1738 -0.6151 0.24
H -0.1450 -0.4890 -0.9617 0.27
H -0.3733 -0.4630 1.7561 0.20
```

Output
Kohn-Sham gap (eV): 10.9
SMILES: C=N
LUMO energy (eV): 0.3769
HOMO (eV): -10.534


Record 18
ORCA calculation (wB97M-V/def2-TZVPD) on a cluster of 2 separate species, CH3N2O in total.

```
7
Properties=species:S:1:pos:R:3:mulliken_charge:R:1
C -0.1510 0.1026 0.0717 -0.23
N 2.3161 0.2465 -0.1576 -0.07
N 1.2100 0.2025 0.0343 0.56
O -0.5251 -1.1695 -0.1366 -0.38
H -0.8631 1.2182 -1.0724 0.39
H -0.6124 0.6984 1.0478 0.36
H -1.3745 -1.2987 0.2127 0.36
```

Output
Kohn-Sham gap (eV): 9.1
LUMO energy (eV): -7.2509
HOMO (eV): -16.303
Charge: +1


Record 19
ORCA calculation (wB97M-V/def2-TZVPD) on a cluster of 2 separate species, CH3N2O2 in total.

```
8
Properties=species:S:1:pos:R:3:mulliken_charge:R:1
C 0.1762 0.2674 0.0178 -0.60
N 0.5970 1.5239 0.4267 -0.42
N -1.0909 2.4238 1.1416 0.41
O -2.1135 1.7950 0.8837 -0.48
O -0.9786 3.5032 1.7017 -0.55
H -0.8464 0.2648 -0.4061 0.21
H 0.8640 -0.0669 -0.7797 0.27
H 0.2000 -0.5172 0.8176 0.16
```

Output
Kohn-Sham gap (alpha / beta) (eV): 7.3 / 7.3
LUMO energy (alpha / beta) (eV): 4.7304 / 4.7304
HOMO (alpha / beta) (eV): -2.539 / -2.537
Charge: -1


Record 20
ORCA calculation (wB97M-V/def2-TZVPD) on the ion CH3N2O2 with charge +1.

```
8
Properties=species:S:1:pos:R:3:mulliken_charge:R:1
O 0.2351 1.5698 -0.8794 -0.29
N 0.4674 1.0388 0.1620 0.27
C 0.2442 -0.2465 0.5266 0.00
N -0.4896 -0.9503 -0.4008 0.28
O -0.6800 -0.5477 -1.5180 -0.27
H 0.8757 1.7554 0.8537 0.31
H 0.3677 -0.7550 1.5053 0.37
H -1.0206 -1.8646 -0.2494 0.32
```

Output
Kohn-Sham gap (alpha / beta) (eV): 8.8 / 8.8
SMILES: O=[NH+]/C=[NH+]\[O-]
LUMO energy (alpha / beta) (eV): -7.5880 / -7.5912
HOMO (alpha / beta) (eV): -16.370 / -16.369
Charge: +1


For reference, ΔE to the lowest compared entry with this formula, charge and spin by record: 470.0; 280.4; 92.0; 132.3; 339.6; 129.2; 368.0; 167.1; 107.1; 185.3; 297.9; 233.3; 133.9; 0.0; 52.5; 353.6; 164.8; 376.7; 531.9; 344.7 kJ/mol.